Entry 1:
13
Properties=species:S:1:pos:R:3:nbo_charge:R:1 method="wB97M-V/def2-TZVPD" total_charge=-1 s2=0.75 e_above_lowest_kj_mol=31.82 multiplicity=2 largest_force_ev_per_a=2.08
O -2.94 0.43 0.95 -0.81
C -1.68 0.39 1.14 -0.01
C -0.82 0.03 -0.07 -0.52
C 0.64 -0.04 0.28 -0.40
C 1.55 -0.32 -0.93 -0.60
H -1.27 0.87 2.02 0.06
H -1.30 -0.91 -0.42 0.18
H -1.16 0.66 -0.92 0.16
H 0.91 0.98 0.65 0.19
H 0.78 -0.86 1.05 0.19
H 2.58 -0.47 -0.61 0.18
H 1.51 0.46 -1.72 0.19
H 1.19 -1.22 -1.42 0.19



Entry 2:
13
Properties=species:S:1:pos:R:3:nbo_charge:R:1 method="wB97M-V/def2-TZVPD" smiles="CC(C)C=O" e_above_lowest_kj_mol=33.12 largest_force_ev_per_a=0.51
C 0.62 0.73 -1.03 -0.61
C -0.30 -0.20 -0.20 -0.33
C -0.91 0.46 1.03 -0.61
C 0.54 -1.41 0.18 0.45
O 0.87 -1.69 1.30 -0.52
H 0.44 1.78 -0.77 0.22
H 1.68 0.54 -0.82 0.21
H 0.47 0.62 -2.10 0.22
H -1.10 -0.56 -0.85 0.21
H -1.39 -0.29 1.67 0.22
H -1.66 1.20 0.74 0.21
H -0.14 0.96 1.64 0.22
H 0.88 -2.02 -0.69 0.10